C4H25NO10 | the ωB97M-V functional and the def2-TZVPD basis

highest occupied orbital energy (spin up / spin down)	-5.83 / -5.83	eV
molar mass	247.24	Da
LUMO energy (spin up / spin down)	0.0826 / -0.0415	hartree
2S+1	2
orbital gap (spin up / spin down)	8.1 / 4.7	eV
⟨S²⟩	0.757
charge	-1

Each line ends with the Löwdin spin population.
Cartesian coordinates (Å):
1 C 0.412 -2.045 0.678  0.07
2 C -1.016 -1.643 0.662  0.00
3 C -1.475 -1.255 2.088  0.00
4 O -2.854 -1.172 2.181  0.00
5 N 0.986 -2.361 -0.618  0.49
6 C 2.325 -1.840 -1.041  0.01
7 O 2.243 -0.467 -0.984  0.32
8 H 0.701 -3.002 1.186  0.03
9 H 1.087 -1.421 1.272  0.02
10 H -1.179 -0.772 0.016  0.00
11 H -1.689 -2.366 0.203  0.00
12 H -1.172 -1.998 2.837  0.00
13 H -0.954 -0.329 2.245  0.00
14 H 0.341 -1.937 -1.291  0.01
15 H 2.581 -2.142 -2.059  0.00
16 H 3.028 -2.117 -0.245  0.00
17 H -1.494 1.395 -3.062  0.00
18 H -1.840 2.766 -2.534  0.00
19 O -1.163 2.302 -3.038  0.00
20 H 1.022 1.131 1.113  0.00
21 H -2.542 2.624 1.418  0.00
22 O -1.966 3.427 1.207  0.00
23 H 1.864 0.245 0.294  0.00
24 H 3.838 0.922 -3.070  0.00
25 O 1.768 0.522 1.269  0.03
26 H 3.932 1.492 1.569  0.00
27 H 3.513 0.455 2.552  0.00
28 O 4.210 1.101 2.404  0.00
29 H -1.271 3.033 0.673  0.00
30 H 0.159 -1.299 -3.253  0.00
31 O 0.141 -0.441 -2.819  0.00
32 H 0.981 -0.351 -2.318  0.00
33 H 3.162 0.726 -1.711  0.00
34 O 3.744 1.338 -2.208  0.02
35 H -3.666 1.316 0.091  0.00
36 H -3.691 0.252 -0.985  0.00
37 O -3.874 1.192 -0.881  0.00
38 H -3.731 1.691 2.467  0.00
39 H -3.119 -0.190 1.970  0.00
40 O -3.339 1.218 1.719  0.00